Below is a structure of composition C23H26N6OOsPS, with properties calculated with ωB97M-V/def2-TZVPD.

Each line ends with the Löwdin charge.
Positions of all 59 atoms, in Å:
Os 0.488327 0.303263 0.132684  1.337
N 4.096201 -1.063075 2.423262  0.149
C 2.899956 -0.942871 1.852951  -0.739
S 2.388581 0.678926 1.359365  0.759
N 2.116599 -1.929481 1.645589  0.038
N 0.931727 -1.572456 1.058054  -0.123
C 0.022521 -2.505650 1.065813  -0.156
C 0.158763 -3.858387 1.610179  -0.187
C 0.622687 -4.091095 2.906488  -0.017
C 0.679813 -5.385651 3.388786  -0.036
C 0.309064 -6.451855 2.577510  -0.028
C -0.139448 -6.226563 1.283306  -0.039
C -0.233302 -4.931401 0.802823  -0.031
C -1.214644 -2.046637 0.482681  -0.207
C -2.420882 -2.628457 0.650630  0.084
C -3.635279 -1.988612 0.197865  0.000
C -3.530448 -0.915124 -0.583571  0.006
C -2.178463 -0.454907 -1.026501  -0.224
N -1.063673 -0.791089 -0.117905  -0.113
H 4.701145 -0.275081 2.574302  0.114
H 4.423833 -1.977805 2.695894  0.139
H 0.912995 -3.264191 3.538842  0.116
H 1.019374 -5.567141 4.399181  0.122
H 0.370252 -7.462879 2.957213  0.125
H -0.414778 -7.058222 0.649607  0.122
H -0.570631 -4.759435 -0.212617  0.124
H -2.463428 -3.560905 1.197532  0.145
H -4.594469 -2.400429 0.478386  0.139
H -4.399236 -0.422650 -1.004611  0.132
H -1.943867 -0.927970 -1.994850  0.188
C 2.756638 4.246251 0.652562  -0.139
P 1.100030 3.625904 0.845238  0.620
C -0.049412 4.823834 0.189383  -0.144
C 0.727626 3.417881 2.576362  -0.164
O 0.955270 2.312524 0.005161  -0.679
H 2.870950 5.164982 1.231799  0.087
H 2.958107 4.463264 -0.396414  0.078
H 3.471217 3.508005 1.014834  0.055
H -0.004675 5.736198 0.787518  0.084
H -1.065962 4.432748 0.239646  0.063
H 0.209044 5.074909 -0.839499  0.071
H 0.762224 4.398836 3.054924  0.086
H 1.448655 2.765061 3.063703  0.041
H -0.272957 3.000790 2.698462  0.074
N -2.606298 1.527741 -2.527143  0.234
C -2.051675 1.057326 -1.276437  -0.221
N -0.631404 1.176056 -1.460526  -0.008
C -0.369590 1.539156 -2.672006  -0.144
C 0.882789 1.671779 -3.357792  0.043
C 0.816536 2.073673 -4.640399  0.032
C -0.452724 2.369785 -5.307584  0.064
C -1.669095 2.242572 -4.716295  0.050
C -1.644952 1.800974 -3.378290  -0.084
H -3.596715 1.659845 -2.703427  0.207
H -2.414674 1.625081 -0.418093  0.194
H 1.808796 1.435229 -2.852838  0.132
H 1.720510 2.179863 -5.226017  0.141
H -0.403204 2.697304 -6.339475  0.147
H -2.594346 2.450258 -5.236244  0.146

Forces on the atoms, in the same order (eV/Å):
0.0 -0.1 0.0
0.0 0.0 0.0
0.0 0.0 0.0
0.1 0.0 -0.2
0.1 -0.1 -0.2
0.0 0.0 -0.1
-0.1 0.0 0.2
0.0 0.0 0.0
0.0 0.0 0.0
0.0 0.0 0.0
0.0 0.0 0.0
0.0 0.0 0.0
0.0 0.0 0.0
0.0 -0.1 0.1
0.0 0.0 0.1
0.0 0.0 -0.1
0.0 0.0 0.0
0.0 0.0 -0.1
-0.3 0.4 0.2
0.0 0.0 0.0
0.0 0.0 0.0
0.0 0.0 0.0
0.0 0.0 0.0
0.0 0.0 0.0
0.0 0.0 0.0
0.0 0.0 0.0
0.0 0.0 0.0
0.0 0.0 0.0
0.0 0.0 0.0
0.0 -0.1 0.0
0.0 0.1 0.1
-0.1 -0.1 -0.1
0.0 0.1 0.0
0.0 -0.1 0.0
-0.2 0.2 0.4
0.0 0.0 0.0
0.0 0.0 0.0
0.0 0.0 0.0
0.0 0.0 0.0
0.0 0.0 0.0
0.0 0.0 0.0
0.0 0.0 0.0
0.0 0.0 0.0
0.0 0.0 0.0
0.0 0.0 0.0
0.1 0.0 0.0
0.3 -0.4 -0.1
0.0 0.1 0.0
0.0 0.0 0.0
0.0 0.0 0.0
0.0 0.0 0.0
0.0 0.0 0.0
0.0 0.1 0.0
0.0 0.0 0.0
0.0 0.1 0.0
0.0 0.0 0.0
0.0 0.0 0.0
0.0 0.0 0.0
0.0 0.0 0.0

## Properties
Frontier orbital gap (spin up / spin down) ... 4.3743 / 4.3937 eV
Charge ... +3
DFT total energy ... -2125.0616 Ha
Energy relative to the best compared isomer or geometry (same formula, charge and spin) ... 3.2 kcal/mol

Below is a cluster of 2 separate species, C23H26O7 in total in a non-equilibrium geometry, with properties calculated with ωB97M-V/def2-TZVPD.

Each line ends with the Löwdin charge.
Positions of all 56 atoms, in Å:
C 5.331677 -0.895500 -3.001101  -0.058
O 4.654448 0.378578 -2.948188  -0.071
C 3.299687 0.385806 -2.808064  -0.228
C 2.663261 1.657976 -2.682407  0.020
C 1.335122 1.721316 -2.351724  -0.010
C 0.595336 0.534867 -2.121028  -0.188
C -0.767793 0.609346 -1.728422  -0.041
O -1.545424 -0.408428 -1.980637  -0.073
C -2.853596 -0.231276 -2.556445  -0.012
C 1.178148 -0.723446 -2.401634  0.032
C 2.514596 -0.792981 -2.751927  0.005
H 6.394408 -0.651528 -3.030468  0.094
H 5.116934 -1.510796 -2.117806  0.097
H 5.054502 -1.457628 -3.903241  0.096
H 3.253201 2.568611 -2.795376  0.126
H 0.801229 2.674840 -2.267740  0.131
H -1.223461 1.579281 -1.493830  0.158
H -3.309052 -1.226452 -2.535223  0.102
H -3.442776 0.479857 -1.967043  0.089
H -2.750167 0.123249 -3.594029  0.103
H 0.567284 -1.621953 -2.339862  0.134
H 2.979434 -1.767212 -2.941298  0.110
C -0.874979 4.824363 1.037085  -0.075
C 0.137964 3.711470 1.088605  -0.214
O -0.605135 2.463993 1.083969  -0.011
C 0.151623 1.375582 0.840720  -0.473
C -0.687613 0.149327 0.757036  -0.017
C -2.130709 0.188231 0.722517  -0.334
C -2.904465 -0.951310 1.336267  -0.135
C -2.670705 -1.385799 2.649695  -0.024
C -3.459147 -2.391899 3.210531  -0.075
C -4.493814 -2.969529 2.461234  -0.088
C -4.763669 -2.506885 1.162491  -0.075
C -3.995785 -1.467880 0.626694  -0.020
O -2.758391 1.105667 0.176661  0.030
C -0.001071 -1.085935 1.184091  -0.453
O -0.346580 -2.231836 0.906154  0.084
O 1.100758 -0.800854 1.908172  -0.023
C 1.843735 -1.929069 2.427483  -0.210
C 3.235922 -1.448469 2.757049  -0.074
O 1.357998 1.431444 0.665829  0.082
H -0.369003 5.788596 0.939819  0.076
H -1.538862 4.704254 0.173741  0.080
H -1.498913 4.857685 1.935191  0.080
H 0.775416 3.736748 0.197078  0.113
H 0.752281 3.750503 2.000741  0.131
H -1.884348 -0.908534 3.237225  0.126
H -3.271931 -2.726145 4.234160  0.103
H -5.108849 -3.767467 2.881779  0.099
H -5.585287 -2.921647 0.569880  0.101
H -4.235815 -1.032551 -0.345484  0.096
H 1.328252 -2.294112 3.331951  0.130
H 1.872461 -2.705038 1.650688  0.121
H 3.853131 -2.302588 3.047731  0.075
H 3.692468 -0.965601 1.887991  0.079
H 3.236086 -0.721268 3.572701  0.078

Forces on the atoms, in the same order (eV/Å):
-0.2 0.3 -0.1
-0.7 -0.4 -0.1
-0.3 0.2 0.3
0.8 -0.5 -0.1
-0.6 -0.4 0.5
0.4 -0.4 -0.5
-0.3 -0.1 0.2
0.2 -0.3 -0.6
-0.3 0.3 0.1
0.2 0.6 0.0
0.5 0.0 0.1
-0.2 0.0 0.0
0.0 0.3 -0.1
0.1 0.2 0.2
-0.1 -0.3 0.0
0.4 -0.3 0.1
-0.1 -0.3 0.0
0.1 0.3 0.0
0.2 -0.2 -0.1
0.0 -0.2 0.3
0.2 0.2 0.1
-0.3 0.5 0.1
-0.3 0.3 0.0
-0.3 -0.3 0.0
0.7 0.8 0.0
-0.3 -0.5 -0.1
1.0 0.6 0.0
-0.2 0.4 0.0
-0.7 0.1 0.3
-0.1 -0.1 -0.3
-0.2 0.0 -0.3
0.1 0.2 -0.4
0.2 0.3 0.2
0.2 -0.2 0.2
-0.1 -0.6 0.2
-0.1 -0.7 -0.7
0.4 1.1 0.3
0.0 -0.9 0.5
-0.2 0.2 -0.3
0.2 0.2 0.0
-0.8 0.3 0.0
0.0 -0.1 0.0
0.1 0.0 0.1
0.1 -0.1 -0.1
0.1 0.0 0.3
0.0 0.0 -0.4
-0.1 -0.2 -0.2
-0.1 0.1 -0.3
0.2 0.2 -0.1
0.3 0.1 0.3
0.1 -0.2 0.3
0.1 -0.1 -0.4
-0.1 0.1 0.4
0.0 0.1 0.0
-0.1 -0.1 0.1
0.0 -0.1 -0.1

## Properties
Frontier orbital gap ... 6.6173 eV
DFT total energy ... -1418.6278 Ha
Energy relative to the best compared isomer or geometry (same formula, charge and spin) ... 36.5 kcal/mol

Below is a structure of composition C23H27BrN5O2SSe2Te2Ti, with properties calculated with ωB97M-V/def2-TZVPD.

Each line ends with the Löwdin charge.
Positions of all 64 atoms, in Å:
Ti 0.717216 0.929217 0.819492  0.336
C -2.484238 0.722180 4.140805  -0.201
C -2.155674 2.064922 3.499861  -0.218
N -1.739296 1.978675 2.105086  -0.128
C -2.796543 1.668075 1.172183  -0.272
C -3.027539 0.159050 0.952996  -0.415
S -1.580990 -0.922751 1.153904  0.908
C -2.031163 -1.928712 2.601796  -0.426
C -1.503821 -1.554768 3.996272  -0.286
N -1.322875 -0.141852 4.212127  -0.149
H -2.919023 0.912848 5.131491  0.124
H -3.272502 0.223143 3.574611  0.099
H -3.041511 2.711709 3.596720  0.119
H -1.350835 2.543328 4.062561  0.101
H -1.268199 2.836234 1.844661  0.016
H -2.527163 2.108092 0.216985  0.100
H -3.758209 2.107911 1.476572  0.122
H -3.795015 -0.232090 1.619695  0.061
H -3.397559 0.012039 -0.061257  0.073
H -3.122446 -1.964479 2.597323  0.069
H -1.710636 -2.945258 2.371889  0.075
H -2.194973 -2.025412 4.715739  0.121
H -0.529115 -2.018439 4.166465  0.072
H -0.781702 0.007280 5.055210  0.040
N 3.090899 -1.081014 -1.232653  0.112
C 2.179493 -1.244705 -2.280275  -0.315
C 2.605855 -0.960893 -3.588582  -0.017
C 1.707756 -1.132584 -4.615715  -0.074
C 0.414415 -1.573528 -4.332334  -0.078
C 0.100509 -1.829033 -3.014975  -0.135
N 0.954869 -1.676714 -1.999094  0.142
C 2.900502 -1.585907 0.057233  -0.289
C 3.859624 -2.471047 0.559002  0.001
C 3.635215 -3.102000 1.762223  -0.046
C 2.449495 -2.852783 2.435894  -0.104
C 1.597099 -1.905920 1.912195  -0.229
N 1.809802 -1.239676 0.766379  0.058
H 4.052024 -1.065056 -1.525050  0.135
H 3.609356 -0.601876 -3.776123  0.112
H 2.003725 -0.919374 -5.634653  0.109
H -0.324870 -1.710196 -5.108122  0.102
H -0.894824 -2.167716 -2.742749  0.112
H 4.739213 -2.690194 -0.030384  0.114
H 4.363453 -3.796841 2.157570  0.114
H 2.212303 -3.321017 3.375990  0.086
H 0.704235 -1.629211 2.450859  0.020
Se 1.158134 1.063683 3.381811  -0.191
Te 2.259554 -0.459879 5.132282  0.148
Te 2.986576 2.237185 1.998203  0.493
Se 1.145071 3.558737 1.004227  0.021
Br -3.326888 1.567217 -5.399161  0.744
C -1.594214 1.858789 -4.702134  -0.682
C -0.609458 2.392326 -5.520151  -0.119
C 0.665270 2.606756 -5.015895  -0.059
C 0.961530 2.271261 -3.704360  -0.004
C -0.040041 1.732749 -2.898997  -0.120
C -1.326867 1.534626 -3.385533  -0.061
C 0.283714 1.348811 -1.500696  -0.591
O 1.479254 1.204021 -1.111340  -0.143
O -0.653613 1.167572 -0.661979  -0.160
H -0.842931 2.641950 -6.545999  0.101
H 1.425662 3.036150 -5.653851  0.109
H 1.946953 2.422795 -3.290257  0.126
H -2.094044 1.121589 -2.745975  0.115

Forces on the atoms, in the same order (eV/Å):
-0.1 -0.4 0.7
-0.1 -0.1 0.1
0.0 0.1 0.1
0.3 -0.1 0.0
-0.1 -0.1 -0.2
-0.1 0.0 0.0
0.3 0.0 -0.2
-0.2 0.0 0.1
0.0 -0.1 0.0
0.1 0.0 0.0
0.0 0.0 0.0
0.0 0.0 0.0
0.0 0.0 0.0
0.0 -0.1 0.0
-0.1 0.1 0.0
0.0 0.0 0.0
0.0 0.0 0.0
0.0 0.0 0.0
0.0 0.0 0.0
0.0 0.0 0.0
0.0 0.0 0.0
0.0 0.0 0.0
0.0 0.0 0.0
0.0 0.0 0.0
-0.2 0.1 0.0
-0.1 -0.1 0.0
-0.1 0.0 0.2
-0.2 0.0 0.0
0.1 0.0 -0.1
0.0 0.0 0.1
0.3 0.1 0.0
-0.1 -0.2 0.1
-0.2 0.1 -0.1
-0.1 0.0 0.1
0.1 0.0 -0.1
0.0 0.0 -0.1
0.3 0.3 -0.1
0.1 0.0 0.0
0.0 0.0 0.0
0.0 0.0 0.0
0.0 0.0 0.0
0.0 0.0 0.0
0.0 0.0 0.0
0.0 0.0 0.0
0.0 0.0 0.1
0.0 0.0 0.0
0.5 0.1 0.6
-0.2 0.2 -0.3
-0.1 -0.3 0.1
-0.1 -0.1 -0.1
-0.1 0.0 0.0
0.1 0.0 0.0
-0.1 0.0 -0.1
0.0 0.0 0.1
-0.3 -0.1 0.0
0.3 0.0 0.1
0.0 0.0 0.0
0.5 0.0 -0.5
-0.6 0.2 -0.2
-0.3 0.0 -0.1
0.0 0.0 0.0
0.0 0.0 0.0
0.1 0.0 0.0
0.0 0.0 0.0

## Properties
Multiplicity ... 2
Frontier orbital gap (spin up / spin down) ... 6.3053 / 6.4866 eV
DFT total energy ... -10477.6213 Ha
Energy relative to the best compared isomer or geometry (same formula, charge and spin) ... 27.5 kcal/mol

Below is a structure of composition C23H27CdClNO in a non-equilibrium geometry, with properties calculated with ωB97M-V/def2-TZVPD.

Each line ends with the Löwdin charge.
Positions of all 54 atoms, in Å:
C 2.143740 -0.098971 3.373964  -0.226
C 2.624751 -0.643064 2.144747  -0.220
C 2.496867 0.344016 1.127213  -0.221
H 3.134722 -1.601648 2.029033  0.072
C 1.922178 1.519308 1.712800  -0.281
C 1.703450 1.247284 3.127288  -0.267
H 1.869675 2.501303 1.228217  0.069
C -1.093678 -1.731998 3.302170  -0.221
C -0.097104 -2.534718 2.674102  -0.208
C -0.369936 -2.601488 1.286970  -0.138
H 0.697843 -3.070785 3.192041  0.080
C -1.533493 -1.813764 1.014277  -0.329
C -2.031559 -1.337922 2.281469  -0.214
H 2.863587 0.276038 0.101707  0.067
H 1.460934 1.997995 3.891452  0.073
H 2.226554 -0.566870 4.359787  0.076
H -3.022119 -0.902283 2.433075  0.089
H 0.161160 -3.214497 0.554282  0.087
H -1.226443 -1.602961 4.380569  0.079
Cd -0.222987 0.265728 1.897774  1.386
C -2.268222 -1.671019 -0.314151  -0.503
C -3.669209 -2.281678 -0.126283  -0.058
C -1.526576 -2.396725 -1.439243  -0.058
H -3.597224 -3.292617 0.299782  0.093
H -4.193503 -2.374629 -1.086781  0.072
H -4.298888 -1.686534 0.550582  0.079
H -1.546162 -3.482178 -1.272306  0.088
H -0.485034 -2.050762 -1.499150  0.085
H -2.026744 -2.181629 -2.394260  0.079
C -2.424059 -0.165290 -0.729249  -0.066
C -1.177312 0.560218 -1.146829  -0.431
H -2.853201 0.398841 0.116682  0.115
H -3.130079 -0.085174 -1.570972  0.115
O -0.137810 0.531169 -0.415681  -0.054
N -1.165097 1.332742 -2.249558  0.065
C -0.147187 2.371884 -2.384901  -0.128
H -1.922083 1.310671 -2.937033  0.149
C 1.228092 1.812627 -2.623661  -0.230
C 2.355476 2.458647 -2.112208  -0.043
H 2.207229 3.351215 -1.503325  0.115
C 3.630545 1.981442 -2.406613  -0.086
H 4.510065 2.491542 -2.025264  0.101
C 3.787372 0.853447 -3.216142  -0.100
H 4.781675 0.482264 -3.456939  0.096
C 2.660609 0.205317 -3.717798  -0.085
H 2.755626 -0.670950 -4.353254  0.096
C 1.382875 0.689965 -3.429404  -0.044
H 0.488598 0.219830 -3.837930  0.109
H -0.142229 2.899066 -1.430602  0.124
H -0.416447 3.091838 -3.176847  0.134
Cl -1.896313 1.922930 3.903388  0.372
C -1.444460 2.065682 2.255961  -0.863
H -2.299941 1.986632 1.555710  -0.053
H -0.728515 2.890493 2.061356  -0.035

Forces on the atoms, in the same order (eV/Å):
0.5 0.7 -0.6
0.3 0.7 0.2
0.1 0.3 0.9
-0.5 0.2 0.0
0.9 -0.5 0.7
1.1 -0.3 -0.5
-0.3 -0.5 0.2
-0.4 -0.9 -0.5
-0.6 -0.1 0.0
-0.5 0.2 0.1
-0.1 0.4 -0.2
0.0 -0.7 0.7
0.5 -0.5 -0.3
-0.3 -0.1 0.3
-0.2 -0.5 -0.5
-0.3 0.1 -0.5
0.5 0.2 0.1
0.0 0.5 0.3
0.1 0.1 -0.5
0.2 0.1 0.3
0.3 0.3 0.5
-0.3 0.0 -0.3
-0.1 0.0 0.0
0.1 0.3 -0.1
0.0 0.1 0.0
0.2 -0.1 -0.2
0.1 0.3 -0.1
-0.2 -0.2 0.0
0.1 -0.1 0.0
-0.6 -0.3 -0.4
2.4 -0.5 2.4
0.2 -0.1 -0.2
-0.1 -0.1 0.2
-2.3 0.3 -2.3
-0.8 0.5 -1.1
0.0 -0.1 0.5
0.4 -0.1 0.8
0.5 0.0 -0.4
-0.1 -0.1 -0.2
0.2 -0.3 0.0
-0.1 -0.1 -0.2
-0.1 -0.1 0.0
-0.2 0.1 0.1
-0.2 0.1 0.1
-0.3 0.1 0.0
0.1 0.1 0.1
0.4 0.1 0.0
0.3 -0.1 0.1
0.1 0.2 0.0
-0.1 -0.5 0.2
-0.8 0.4 1.8
0.7 -0.1 -2.4
0.3 0.7 0.6
-0.9 -0.2 0.2

## Properties
Frontier orbital gap ... 5.4913 eV
Charge ... -1
DFT total energy ... -1650.5028 Ha
Energy relative to the best compared isomer or geometry (same formula, charge and spin) ... 16.0 kcal/mol